1.
ORCA calculation (ωB97M-V with the def2-TZVPD basis set) on the molecule C5H8S3.

Geometry as XYZ:
```
16
Properties=species:S:1:pos:R:3
S -0.237 1.588 0.031
H -1.740 -1.638 1.348
S -2.565 -0.993 -0.771
H 0.051 -0.111 1.850
C 1.370 1.296 -0.907
H 2.095 0.434 0.892
S 2.263 -1.644 -0.200
C -0.324 -0.155 0.804
H -2.575 0.271 -1.191
H 1.987 2.190 -0.831
H 1.156 1.082 -1.956
C 1.840 0.102 -0.103
H 0.190 -0.903 -1.112
C -1.763 -0.686 0.835
H -2.421 -0.028 1.437
C 0.672 -0.806 -0.126
```

Computed properties:
LUMO level in eV: 0.5
Structure (SMILES): SC[C@@H]1SC[C@@H]2S[C@@H]12
Orbital gap in eV: 9.60
ΔE to the lowest compared entry with this formula, charge and spin in eV: 1.893
Total charge: 0

---

2.
ORCA calculation (ωB97M-V with the def2-TZVPD basis set) on a cluster of 2 separate species, C7H7N5O5 in total at a distorted geometry.

Geometry as XYZ:
```
24
Properties=species:S:1:pos:R:3
O -1.279 -2.281 -2.284
O -3.175 0.660 2.889
O -3.630 -1.140 1.724
C -1.762 -0.625 -0.161
O 0.581 -1.251 -2.824
N -1.175 2.429 1.931
O -0.162 3.278 1.548
C 2.756 -1.093 0.365
H 2.153 -0.831 -1.602
H 0.903 0.986 -1.690
H 1.932 -1.051 1.078
H 3.025 0.445 -0.971
C -0.128 1.681 0.054
C -0.704 -0.388 -1.081
C -1.169 1.445 1.001
N 2.370 -0.295 -0.760
N 0.529 2.839 0.374
N -0.453 -1.361 -2.112
H 2.932 -2.137 0.084
C -1.981 0.240 0.912
N -2.983 -0.083 1.909
C 0.144 0.735 -0.956
H 3.655 -0.688 0.839
H -2.377 -1.513 -0.268
```

Computed properties:
LUMO level in eV: -2.4
Structure (SMILES): O=[N+]([O-])c1cc([N+](=O)[O-])c2nonc2c1.CN
Orbital gap in eV: 7.04
ΔE to the lowest compared entry with this formula, charge and spin in eV: 0.000
Total charge: 0

---

3.
ORCA calculation (ωB97M-V with the def2-TZVPD basis set) on a cluster of 10 separate species, C61H82NO23PS2 in total at a distorted geometry.

Geometry as XYZ:
```
170
Properties=species:S:1:pos:R:3
C 6.392 0.574 -9.914
H 10.195 1.577 1.907
H 5.936 -1.967 -8.714
C 11.400 -3.552 5.409
C 1.370 -4.117 0.390
C 2.868 -3.655 0.372
H -6.802 3.388 6.251
H -12.593 5.297 1.100
O -4.849 1.164 -3.534
H 7.010 -1.333 -10.818
O 1.016 -5.218 0.058
O -5.466 5.780 -1.957
C -6.084 6.020 1.496
H -6.746 -5.337 -0.088
H 9.787 2.702 -0.898
N -2.213 0.373 1.925
S -1.195 -2.314 6.777
C 10.981 -5.008 5.281
H -5.807 1.238 6.421
C -1.565 -2.092 2.100
H -9.005 2.296 4.467
H -8.186 3.882 4.410
O 4.841 1.797 -8.517
H -0.413 -2.154 4.489
C -6.379 -5.202 2.066
H 6.565 -2.086 0.319
C 0.747 3.864 -7.697
C 3.685 -5.904 1.375
C -7.025 2.215 3.698
H 1.523 1.138 -7.420
H 7.296 0.563 -9.302
O -6.218 1.381 4.394
C 1.685 2.341 -9.229
H 2.852 3.688 -7.983
H -7.590 5.720 -0.048
C -8.065 2.821 4.606
C 6.112 -0.784 -10.536
H -7.271 0.398 5.870
C -2.324 2.174 -5.763
C -7.471 2.566 5.982
O -2.636 1.600 -3.510
O -4.799 4.797 -0.041
H -5.103 0.338 0.207
H 6.601 0.363 1.159
H -1.995 2.964 -6.433
H 9.896 -5.876 3.610
C 2.744 -5.868 2.651
C -1.380 -0.741 1.589
H -0.739 1.770 -4.334
C 11.176 -3.032 4.008
H -0.739 -0.516 5.209
O 10.367 -3.877 3.318
H 6.957 -5.962 0.522
C 5.303 -1.473 -9.456
O -11.557 5.232 2.882
H -8.195 -5.286 0.920
C -7.129 -3.055 2.279
H -0.918 -4.258 2.146
O 11.606 -2.007 3.558
C -5.280 4.749 1.315
C 4.434 0.398 0.628
H 5.500 -0.657 -11.433
C -3.868 1.585 -4.082
O -7.378 -1.996 2.780
H -6.759 7.307 -0.120
O 0.136 2.665 -7.497
H -2.621 -3.454 3.469
C -2.598 -1.511 4.431
C -5.588 5.619 -0.775
C 3.086 -2.282 -0.121
H 1.995 4.487 -9.340
H 6.001 2.017 0.605
H 12.445 -3.456 5.698
H 7.964 -3.993 1.063
O 4.571 -0.423 -8.805
H -0.005 0.479 0.222
C 9.420 4.273 1.418
S 6.673 -5.241 3.263
C 10.385 2.642 0.015
C 0.592 -1.633 0.335
H -10.770 3.000 1.136
H 8.889 1.248 0.749
C -10.755 4.138 2.938
C 4.429 -1.744 -0.136
C -0.251 -0.512 0.672
H -1.593 3.300 -4.048
O 1.110 -8.163 2.341
O 4.696 -0.431 -0.554
C -2.716 1.297 -0.394
H -3.674 1.536 -0.929
H 11.295 2.089 -0.216
H -4.386 1.624 -6.173
H -4.194 3.230 -5.399
H -8.126 -2.997 0.369
O -6.686 -4.135 2.976
H 0.199 0.895 -8.578
H 4.608 -2.204 -9.867
H -5.890 3.851 1.439
C 0.374 -3.003 0.832
C -10.438 5.129 0.825
C -6.646 6.247 0.103
H 3.598 1.128 0.448
H -2.066 1.216 -6.221
H 11.835 -5.608 4.956
O 8.809 3.090 1.695
H -5.418 6.846 1.762
H 1.072 2.469 -10.126
H 11.530 4.083 1.178
C 5.193 0.765 -9.016
H -6.335 -2.959 0.302
C -7.207 -3.381 0.806
C 1.668 -7.836 3.347
C 5.739 1.084 1.170
C 1.836 -1.465 -0.594
H -2.076 2.207 -0.332
H -9.588 5.799 0.981
C 5.321 -3.903 0.802
C 3.978 -4.476 0.834
C 9.943 -4.948 4.178
O 1.807 -0.798 -1.593
H 8.948 -4.716 4.556
C -11.663 5.683 1.524
H 3.160 -6.528 0.609
C -6.668 1.302 5.755
H -5.070 1.090 1.866
C -3.069 0.657 0.979
C 9.568 2.013 1.125
H 4.069 -0.256 1.467
O -6.922 2.397 2.511
H 1.204 -8.100 4.341
C -0.736 -3.237 1.735
C -1.708 2.266 -4.384
C -7.178 -4.900 0.813
P 6.837 -4.827 1.370
H -8.216 2.468 6.771
H -6.846 5.941 2.273
H 4.619 -6.430 1.689
H -6.660 -6.155 2.512
H 10.758 -3.002 6.099
H -2.871 -0.442 4.265
H 3.029 -5.026 3.327
H -3.304 -1.897 5.218
H -10.574 5.005 -0.249
H -4.434 4.697 2.001
H -9.143 3.574 1.622
H 10.694 4.777 -0.247
C -1.152 -1.551 5.072
C -10.202 3.825 1.569
C 1.948 3.695 -8.596
H 2.589 1.807 -9.514
H 5.634 1.401 2.246
H -11.690 6.772 1.501
H -2.196 0.526 -1.019
O 2.841 -7.107 3.413
O -10.559 3.507 3.939
C 5.549 -2.540 0.325
C -2.729 -2.386 3.123
O 9.047 5.329 1.841
H -3.728 -2.304 2.634
C -3.812 2.208 -5.456
H -2.146 -3.305 6.764
H 10.601 -5.440 6.207
H -5.301 -5.202 1.881
H 6.447 1.359 -10.665
O 0.382 4.886 -7.190
C -4.589 0.312 1.203
C 0.885 1.631 -8.158
H 1.668 -5.739 2.386
C 10.637 4.041 0.553
H -4.616 -0.714 1.639
```

Computed properties:
LUMO level in eV: -0.7
Structure (SMILES): CCOc1cc([PH2]=S)c(CCOC=O)c2c1C(=O)c1cc(N=C(C)C)c(CCCS)cc1C2=O.O=C1CCCO1.O=C1CCCO1.O=C1CCCO1.O=C1CCCO1.O=C1CCCO1.O=C1CCCO1.O=C1CCCO1.O=C1CCCO1.O=C1CCCO1
Orbital gap in eV: 7.20
Total charge: 0

---

4.
ORCA calculation (ωB97M-V with the def2-TZVPD basis set) on a structure of composition C32H34ClMoN6O4.

Geometry as XYZ:
```
78
Properties=species:S:1:pos:R:3
H 2.464 2.796 -2.681
H 2.921 3.311 -0.464
C -2.707 1.280 1.938
H -1.750 -2.793 3.022
H -0.454 0.938 -4.110
H 0.338 -3.297 2.173
H -4.068 -0.334 2.439
C 2.749 -0.993 1.520
H -0.772 -3.404 -6.372
H 0.156 2.866 -3.673
H 1.790 4.662 -0.480
C -1.859 3.903 2.198
H -3.861 -2.582 1.734
C -0.399 -3.093 1.396
H 0.233 4.582 0.820
C -0.129 -1.680 -1.878
C 1.663 3.388 -2.240
O 0.378 -1.139 -0.776
H 1.712 4.358 -2.735
C -0.389 -0.918 -3.036
H -4.111 5.396 2.993
H 4.585 0.337 -3.480
C -0.188 0.516 -3.141
H -0.899 -4.725 -3.226
C -1.521 -3.537 -5.590
N -0.171 -4.107 0.358
C 3.913 0.964 -1.563
C 3.107 -0.873 3.873
H -0.504 3.268 -2.094
C -0.857 -1.539 -4.199
H -1.043 -0.918 -5.069
C -3.174 -0.068 1.880
C -3.450 2.221 2.677
Mo 0.958 0.705 -0.346
C 3.401 -1.456 2.642
C -0.369 -3.077 -1.949
C -3.049 3.536 2.824
C -1.076 3.006 1.464
H 2.958 -1.410 0.542
C 0.320 2.762 -2.600
N -2.585 -1.013 1.218
H 5.284 -0.558 -2.138
C 4.363 -0.122 -2.520
H -0.026 -5.035 0.745
H -2.095 -4.240 2.112
O -0.781 0.805 0.650
H 1.926 0.637 4.863
H -4.771 4.100 3.988
C -0.181 -4.084 -0.937
C -3.850 4.537 3.610
C 0.093 3.502 0.773
C -1.498 1.678 1.321
Cl 3.178 -1.423 -2.775
N 1.835 -0.009 1.568
O 2.750 0.733 -0.924
H 0.828 1.350 2.759
H -1.522 4.932 2.283
N 0.246 1.322 -2.243
H -1.696 -4.604 -5.471
H -0.178 -2.117 0.982
H -3.277 4.906 4.461
H -0.065 -5.080 -1.355
O 4.566 1.942 -1.369
C 3.753 -1.330 5.069
C 1.909 3.608 -0.728
H 4.135 -2.245 2.564
C 1.558 0.551 2.755
C -0.782 -3.648 -3.176
H -2.991 -2.787 0.216
C -2.898 -2.441 1.247
C -1.061 -2.908 -4.306
C -1.804 -3.193 2.008
H -2.446 -3.078 -5.939
N 0.942 2.826 0.080
H -4.374 1.897 3.146
C 2.168 0.154 3.926
N 4.254 -1.699 6.033
H -1.753 -0.716 0.708
```

Computed properties:
LUMO level (alpha / beta) in eV: -9.5 / -9.3
Expectation value of S²: 2.015
Multiplicity: 3
Orbital gap (alpha / beta) in eV: 6.87 / 7.52
Total charge: +3

---

| no. | total energy (eV) | molar mass (g mol⁻¹) |
| --- | --- | --- |
| 1 | -37818.2751 | 164.3 |
| 2 | -25050.7393 | 241.2 |
| 3 | -144125.8831 | 1292.4 |
| 4 | -65223.0659 | 698.1 |